The following is a quantum chemistry calculation of CH2BrF2N as an isolated structure, from the OMol25 dataset.

```
7
Properties=species:S:1:pos:R:3
C 0.30440 0.65720 0.14648
N -0.70613 0.56062 -0.83913
F 1.30367 1.44300 -0.25180
F 0.90634 -0.54673 0.49763
Br -2.13114 -0.11510 0.10564
H -0.17077 1.02830 1.06193
H -0.55170 0.09618 -1.63936
```

Results
Relative energy (zero: lowest compared OMol25 entry of this formula, charge and spin)   0.340 eV
HOMO   -10.1 eV
E_LUMO   0.205 eV
Charge   0



The following is a quantum chemistry calculation of C31H34N7O4ReS as an isolated structure, from the OMol25 dataset.

```
78
Properties=species:S:1:pos:R:3
Re -0.56653 0.36089 -0.69780
C 0.90478 1.09050 -3.40594
N -0.27453 0.29558 -2.94165
C -0.06120 -1.08430 -3.47711
C -1.00360 -2.19154 -3.02174
C -0.86398 -2.59826 -1.56409
N -1.32834 -1.54772 -0.64767
C -2.20237 -1.87622 0.25731
C -2.66024 -1.08576 1.34789
C -3.75041 -1.59513 2.09636
C -4.20541 -0.95777 3.21573
C -3.55080 0.20713 3.65361
C -2.46988 0.71101 2.97714
C -2.00692 0.08959 1.80314
O -0.95716 0.60369 1.20904
C -1.43269 0.98017 -3.60786
C -2.86146 0.46687 -3.44385
C -3.36390 0.28354 -2.00212
N -2.51450 1.04333 -1.08691
C -2.97455 2.16085 -0.62640
C -2.18578 3.17866 -0.00226
C -2.82454 4.26033 0.63517
C -2.09457 5.31273 1.12336
C -0.70292 5.33150 0.94186
C -0.05677 4.31018 0.28628
C -0.78892 3.20935 -0.17156
O -0.13545 2.23563 -0.79873
H 0.87015 1.17370 -4.49549
H 1.82287 0.59570 -3.12003
H 0.87635 2.07698 -2.95310
H 0.95654 -1.36275 -3.19551
H -0.09168 -1.01081 -4.56976
H -0.73978 -3.06423 -3.62395
H -2.04692 -1.97786 -3.24776
H 0.18750 -2.79945 -1.34337
H -1.42431 -3.51628 -1.37434
H -2.62395 -2.88098 0.19920
H -4.22532 -2.50911 1.75904
H -5.04672 -1.34986 3.76907
H -3.89992 0.70940 4.54671
H -1.94732 1.59618 3.31437
H -1.21817 0.99846 -4.68059
H -1.38656 2.01359 -3.26174
H -3.02435 -0.44756 -4.01164
H -3.47177 1.22863 -3.93459
H -3.33668 -0.76466 -1.71879
H -4.39766 0.62099 -1.91148
H -4.03134 2.38002 -0.78058
H -3.90324 4.24532 0.73689
H -2.58622 6.13233 1.62787
H -0.12866 6.16823 1.31750
H 1.01340 4.31046 0.12917
N 6.47884 -0.86673 3.72939
C 5.61976 -0.64014 2.67769
C 4.49931 0.18588 2.84190
C 3.61970 0.38378 1.79905
C 3.83862 -0.25404 0.58360
C 4.93642 -1.08372 0.40559
C 5.82531 -1.26973 1.44407
S 2.72826 0.02150 -0.73627
O 3.18080 -0.69506 -1.89902
O 2.50504 1.43668 -0.86019
N 1.26351 -0.59076 -0.20858
C 1.34994 -1.75584 0.56990
N 2.28008 -2.65167 0.23378
C 2.40489 -3.71379 1.01851
C 1.58642 -3.93008 2.11441
C 0.61907 -2.96681 2.33864
N 0.49454 -1.87935 1.58569
H 6.46671 -0.20657 4.48780
H 7.39197 -1.22681 3.51054
H 4.33235 0.67582 3.79325
H 2.76088 1.03208 1.92371
H 5.07821 -1.57848 -0.54512
H 6.68784 -1.91083 1.30918
H 3.18168 -4.42021 0.74625
H 1.69009 -4.79857 2.74690
H -0.08383 -3.05781 3.16105
```

Results
Relative energy (zero: lowest compared OMol25 entry of this formula, charge and spin)   0.035 eV
<S²>   0.76
HOMO (alpha / beta)   -10.1 / -10.2 eV
E_LUMO (alpha / beta)   -4.065 / -3.758 eV
Spin multiplicity   2
Charge   +1



The following is a quantum chemistry calculation of the molecule C3H4O3, from the OMol25 dataset.

```
10
Properties=species:S:1:pos:R:3
O -0.73762 -1.83477 0.68777
C -0.66955 -0.64504 0.56308
C -0.06768 0.04566 -0.64569
O -1.03744 0.94709 -1.15298
C 1.38979 0.33886 0.11605
O 1.33491 0.07490 1.29606
H -1.05088 0.08840 1.31490
H 0.11227 -0.65384 -1.46818
H -1.71677 1.14241 -0.48314
H 2.44298 0.49633 -0.22787
```

Results
Relative energy (zero: lowest compared OMol25 entry of this formula, charge and spin)   2.931 eV
HOMO   -9.7 eV
Structure (SMILES)   O=CC(O)C=O
E_LUMO   0.171 eV
Charge   0



The following is a quantum chemistry calculation of the molecule C4H9NO2, from the OMol25 dataset.

```
16
Properties=species:S:1:pos:R:3
C 2.07089 -0.27490 0.29783
C 0.60075 -0.55450 0.62636
C -0.33748 0.50421 -0.03304
N 0.13746 0.96459 -1.32668
C -1.78902 0.04554 -0.08485
O -2.58242 0.37617 -0.92238
O -2.12736 -0.68405 0.99439
H 2.23042 0.80025 0.27962
H 2.26140 -0.60589 -0.72388
H 2.71033 -0.89666 0.92359
H 0.38283 -0.59427 1.68311
H 0.29877 -1.52886 0.22425
H -0.31176 1.31305 0.71401
H -0.20843 0.30994 -2.02615
H -0.31204 1.85372 -1.52505
H -3.02434 -1.02837 0.89885
```

Results
Relative energy (zero: lowest compared OMol25 entry of this formula, charge and spin)   0.693 eV
HOMO   -9.9 eV
Structure (SMILES)   CC[C@@H](N)C(=O)O
E_LUMO   0.670 eV
Charge   0



The following is a quantum chemistry calculation of the molecule C4H8O2, from the OMol25 dataset.

```
14
Properties=species:S:1:pos:R:3
C 1.91418 0.33036 0.79839
C 1.48240 -0.21146 -0.63591
C 0.17845 -1.00325 -0.29046
C -0.98426 0.07782 -0.14503
O -0.78179 1.22927 -0.45606
O -2.04207 -0.43474 0.51642
H 2.87410 0.88566 0.70876
H 1.18138 1.05889 1.23647
H 1.98252 -0.54490 1.38111
H 1.14715 0.75295 -1.15720
H 2.21616 -0.87605 -1.05827
H -0.06659 -1.59853 -1.12883
H 0.44032 -1.51446 0.65894
H -2.72875 0.31943 0.51425
```

Results
Relative energy (zero: lowest compared OMol25 entry of this formula, charge and spin)   0.936 eV
HOMO   -10.6 eV
Structure (SMILES)   CCCC(=O)O
E_LUMO   0.734 eV
Charge   0



The following is a quantum chemistry calculation of the molecule C6H7NO, from the OMol25 dataset.

```
15
Properties=species:S:1:pos:R:3
C -1.13508 0.25580 -1.23149
C -1.07395 -0.27860 1.28918
C 1.82946 -0.16305 0.85652
C -0.46273 -0.37848 -0.06077
C 0.90173 -0.69118 -0.18270
C 2.04879 0.54824 -0.70098
O 1.77574 0.29556 1.94539
N 2.37260 1.35322 -1.47516
H 1.31832 -1.48698 -0.78962
H -0.92491 -0.27752 -2.16030
H -0.75996 1.27940 -1.37728
H -2.21656 0.27623 -1.09369
H -2.11553 0.04050 1.24375
H -1.02402 -1.22749 1.82327
H -0.53391 0.45436 1.91389
```

Results
Relative energy (zero: lowest compared OMol25 entry of this formula, charge and spin)   4.527 eV
HOMO (alpha / beta)   -8.2 / -8.3 eV
E_LUMO (alpha / beta)   -0.742 / -0.863 eV
Charge   0



The following is a quantum chemistry calculation of a 7-piece molecular cluster, C34H49BrN9OS overall, from the OMol25 dataset.

```
95
Properties=species:S:1:pos:R:3
C 6.37457 -1.19031 0.05937
C 4.92938 -1.16705 -0.77171
C 4.81914 0.16866 -1.76992
C 3.68031 -1.21843 0.29167
N 2.65565 -2.29996 0.02306
C 3.16083 -3.71476 -0.15272
N 2.02110 -4.68019 -0.40428
S 2.21119 -6.40321 -0.66691
C 0.79213 -3.79506 -0.37119
Br -1.02066 -4.58109 -0.67908
C 1.13049 -2.21943 -0.07021
C 0.18428 -0.89261 0.10804
C -0.86186 -0.61228 -1.12285
O -1.10385 0.86732 -1.12818
C -2.32895 -1.28081 -0.71566
N -2.97939 -1.88869 -1.94767
H 7.15050 -1.69098 -0.66924
H 6.73798 -0.12543 0.38162
H 6.25193 -1.94489 0.97307
H 4.98085 -2.09278 -1.50864
H 4.05911 -0.16649 -2.62600
H 5.85468 0.32643 -2.33401
H 4.45494 1.12139 -1.18914
H 4.03967 -1.26836 1.42551
H 3.09808 -0.18229 0.19697
H 4.31062 -4.00102 -0.08085
H 3.22454 -6.47490 -1.67280
H -0.40705 -0.90857 1.11836
H 0.92230 0.04295 0.13575
H -0.48099 -0.92647 -2.18394
H -0.54934 1.31014 -1.83710
H -2.18677 -2.02204 0.17872
H -3.02298 -0.40369 -0.30554
H -2.86931 -1.13503 -2.69020
H -4.03185 -1.92211 -1.79372
N -4.50175 1.26474 1.91787
C -5.59643 0.44060 1.88629
C -6.07613 0.32067 3.17148
C -5.24499 1.10484 4.00666
C -4.28301 1.67887 3.20603
H -3.94330 1.52707 1.11603
H -5.93848 0.00993 0.95476
H -6.93291 -0.26705 3.47454
H -5.33854 1.23712 5.07682
H -3.46296 2.34376 3.44227
N 2.49755 0.95585 2.68646
C 1.50555 1.42644 3.50684
C 1.82898 2.71473 3.87002
C 3.05632 3.03441 3.24179
C 3.44495 1.93141 2.51496
H 2.52566 0.03343 2.27175
H 0.65750 0.80543 3.76254
H 1.24352 3.35552 4.51653
H 3.59800 3.96886 3.31151
H 4.31290 1.75724 1.89311
N -3.22327 5.36705 -2.74283
C -3.23580 4.48214 -3.78940
C -2.81984 3.25762 -3.31641
C -2.55269 3.40792 -1.93465
C -2.81302 4.71960 -1.60652
H -3.47782 6.34460 -2.79983
H -3.53730 4.79906 -4.77878
H -2.72077 2.35345 -3.90293
H -2.20818 2.64167 -1.25227
H -2.74037 5.24657 -0.66451
N -3.82327 -1.74064 4.20332
C -3.83580 -2.62555 3.15675
C -3.41984 -3.85007 3.62974
C -3.15269 -3.69977 5.01151
C -3.41302 -2.38809 5.33963
H -4.07782 -0.76310 4.14632
H -4.13730 -2.30863 2.16737
H -3.32077 -4.75424 3.04323
H -2.80818 -4.46603 5.69389
H -3.34037 -1.86112 6.28165
N -6.79830 4.39918 -3.33319
C -7.96735 5.04145 -3.01798
C -8.84800 4.85851 -4.06066
C -8.18887 4.07329 -5.03646
C -6.92590 3.80149 -4.56005
H -5.97122 4.36999 -2.75120
H -8.07167 5.57358 -2.08194
H -9.85665 5.24748 -4.11230
H -8.59231 3.74124 -5.98434
H -6.10880 3.23655 -4.98849
N 10.05299 -1.97261 -1.26277
C 10.04046 -2.85753 -2.30934
C 10.45642 -4.08205 -1.83635
C 10.72357 -3.93174 -0.45459
C 10.46324 -2.62007 -0.12646
H 9.79844 -0.99507 -1.31977
H 9.73896 -2.54061 -3.29872
H 10.55549 -4.98622 -2.42287
H 11.06808 -4.69800 0.22779
H 10.53589 -2.09310 0.81555
```

Results
HOMO   -9.4 eV
E_LUMO   -4.012 eV
Charge   +1



The following is a quantum chemistry calculation of a 2-piece molecular cluster, C39H44N3Si overall, from the OMol25 dataset.

```
87
Properties=species:S:1:pos:R:3
C 4.74477 -1.88312 -4.28501
N 4.71243 -2.07373 -2.84677
C 6.03199 -2.25921 -2.26487
C 3.66759 -1.60853 -2.04534
C 2.62993 -2.47430 -1.55769
C 1.68128 -2.02594 -0.64309
C 1.68138 -0.67631 -0.12341
C 0.71123 -0.23367 0.85339
C 0.26118 1.11832 1.10238
C -1.00955 1.39603 1.73062
C -1.43896 2.69024 2.00001
C -0.62352 3.82600 1.68301
N -0.96289 5.11957 2.08941
C -0.26752 5.71760 3.21838
C -1.55329 6.09217 1.18828
C 0.58332 3.57799 0.97890
C 0.97983 2.28511 0.70973
C 2.68185 0.16220 -0.69678
C 3.61698 -0.25220 -1.62427
H 3.73200 -1.87964 -4.70453
H 5.25083 -0.94581 -4.57358
H 5.31379 -2.71011 -4.72425
H 5.92845 -2.53540 -1.20584
H 6.53901 -3.06456 -2.81211
H 6.64691 -1.34288 -2.34177
H 2.59286 -3.48881 -1.95462
H 0.86458 -2.67764 -0.34290
H 0.20585 -1.01758 1.41785
H -1.66632 0.55513 1.93454
H -2.41973 2.88191 2.43472
H 0.03316 4.92397 3.91821
H 0.63142 6.27711 2.89696
H -0.95406 6.41525 3.71677
H -2.17009 5.59447 0.43000
H -2.18264 6.76739 1.77979
H -0.79303 6.70867 0.67825
H 1.18225 4.41980 0.61168
H 1.87131 2.20437 0.10915
H 2.71637 1.21211 -0.45905
H 4.30435 0.47584 -2.06331
C -4.60287 -2.40000 0.81015
C -5.31113 -3.58922 1.00774
C -4.73174 -4.64901 1.72318
C -3.42131 -4.53221 2.21761
Si -2.68740 -5.85270 3.31885
C -3.89553 -7.26245 3.66773
C -3.57148 -8.56464 3.22013
C -4.49048 -9.61769 3.36652
C -5.73060 -9.40762 3.97005
C -6.04624 -8.12894 4.43075
C -5.14345 -7.06129 4.28950
C -1.16274 -6.60293 2.56141
C -1.03199 -6.52119 1.17031
C 0.14198 -6.98708 0.56132
C 1.17026 -7.53091 1.33629
C 1.01823 -7.64402 2.72102
C -0.15675 -7.19604 3.34274
C -1.92773 -4.84413 4.79258
C -3.05258 -4.55121 5.78309
C -2.55548 -3.31361 6.53973
C -1.35504 -2.75552 5.74164
N -1.19946 -3.59563 4.55256
C -2.69211 -3.35981 1.96172
C -3.29409 -2.28246 1.29603
H -5.07396 -1.57092 0.27224
H -6.32687 -3.70024 0.61798
H -5.31449 -5.55856 1.92512
H -2.58808 -8.76162 2.76488
H -4.22507 -10.61046 2.99943
H -6.44323 -10.23371 4.08259
H -7.00734 -7.94468 4.90027
H -5.40740 -6.07013 4.68119
H -1.83460 -6.07905 0.56621
H 0.24351 -6.91552 -0.52088
H 2.09713 -7.87326 0.86165
H 1.80442 -8.07868 3.33684
H -0.28190 -7.28327 4.42961
H -1.22160 -5.60493 5.20390
H -3.99618 -4.31070 5.28453
H -3.23935 -5.44681 6.38165
H -3.36028 -2.57326 6.62897
H -2.25388 -3.59121 7.55127
H -1.57036 -1.70826 5.49706
H -0.42732 -2.75926 6.33046
H -0.21602 -3.79554 4.39621
H -1.67224 -3.27116 2.36446
H -2.74162 -1.35338 1.15730
```

Results
Relative energy (zero: lowest compared OMol25 entry of this formula, charge and spin)   0.905 eV
HOMO   -9.9 eV
E_LUMO   -5.663 eV
Charge   +1



DFT total energy readings, ordered: -2867.76620 -2362.27631 -342.34821 -363.06006 -307.67803 -362.64713 -4864.60926 -1965.94983 Eh
Largest force on an atom readings, ordered: 4.8 0.2 1.4 1.4 3.9 2.1 7.2 2.0 eV Å⁻¹